{
  "formula": "C7H34N6O12",
  "method": "wB97M-V/def2-TZVPD",
  "symbols": ["O", "O", "O", "O", "O", "O", "O", "O", "O", "O", "O", "O", "N", "N", "N", "N", "N", "N", "C", "C", "C", "C", "C", "C", "C", "H", "H", "H", "H", "H", "H", "H", "H", "H", "H", "H", "H", "H", "H", "H", "H", "H", "H", "H", "H", "H", "H", "H", "H", "H", "H", "H", "H", "H", "H", "H", "H", "H", "H"],
  "xyz": [[3.6077, 0.2889, 1.7341], [1.8063, -4.3683, -1.3163], [-3.3186, -2.7888, -0.0755], [0.0938, -1.7265, -0.7464], [-3.3928, 1.6230, 2.1200], [-4.1216, 1.8381, -1.1088], [1.3580, 3.0077, -0.7292], [3.0696, -4.0517, 1.4229], [4.4530, -0.4944, -2.7133], [-2.0624, -0.0509, -0.2075], [-0.8600, 1.6347, 3.7969], [-2.3672, 1.2175, -3.2383], [-4.2204, 3.7351, -2.1725], [2.2874, 0.1647, 3.5264], [1.9209, 1.6738, 2.0683], [-5.3941, 3.4972, -0.3030], [2.2913, -1.0985, -3.0053], [2.8422, -0.1880, -1.1555], [-0.8992, -0.0131, 0.6355], [-0.1166, -1.3334, 0.6242], [2.6544, 0.6689, 2.4265], [3.2886, -0.5648, -2.3274], [3.1606, -4.4848, -1.1241], [3.6782, -3.6891, 0.1551], [-4.6186, 2.9446, -1.2480], [-3.3259, 2.5528, 1.9025], [2.8949, -0.5835, 3.8283], [-0.7297, -2.0415, 1.1818], [-5.2708, 3.0843, 0.6105], [-0.1457, 0.7095, 0.3222], [0.8257, -1.1493, 1.1401], [4.7524, -3.7362, 0.3340], [-1.4632, 1.5958, 3.0547], [1.3688, -0.9030, -2.6434], [-4.1731, -2.3808, -0.2153], [1.1679, 2.0384, 2.6342], [2.4229, -1.4119, -3.9564], [1.8351, -0.1587, -1.0847], [3.4041, -0.0994, -0.3209], [-3.3411, 3.4502, -2.5795], [1.5993, -3.4435, -1.4695], [-4.1572, 1.5651, 2.6933], [-5.6592, 4.4640, -0.4254], [-0.7258, -1.5572, -1.2168], [2.0385, 3.3984, -1.2772], [3.7656, -4.2230, -1.9921], [-1.1323, 0.9145, 4.3656], [1.4529, 0.5385, 3.9552], [2.0551, 2.1621, 1.1944], [3.4187, -2.6430, -0.0071], [0.9568, 2.3393, -1.2846], [3.5518, -3.4992, 2.0425], [-2.2971, 2.0720, -3.6640], [3.2814, -5.5479, -0.9155], [-4.5453, 4.6888, -2.2433], [-2.6975, -2.0610, -0.1041], [-2.7036, 1.4121, -2.3635], [-2.4231, 0.8387, -0.2168], [-1.1420, 0.1724, 1.6818]],
  "forces_ev_per_a": [[0.218, -0.624, 0.137], [-1.070, 0.494, -0.365], [0.024, -0.524, 0.108], [0.619, 0.083, 0.789], [0.268, -0.040, -0.085], [0.176, -1.184, 0.317], [-0.223, 0.161, 0.347], [-0.043, -0.337, -0.871], [-0.246, -0.211, 0.055], [1.312, -0.369, 0.609], [0.637, 0.193, 0.236], [0.551, -0.043, -0.447], [1.233, 2.708, -3.858], [-0.662, -2.923, 4.498], [-2.620, 3.914, -1.871], [-1.372, 0.263, 0.824], [-2.129, -1.207, -2.535], [-0.960, 1.639, 2.972], [0.765, -0.383, 0.085], [-1.525, 0.625, -0.807], [2.861, 0.679, -4.105], [3.034, -0.154, -0.771], [1.309, -0.583, 2.555], [-0.656, 0.150, -0.453], [0.648, -1.630, 3.084], [0.075, 0.341, -0.091], [-0.689, 0.023, 0.679], [0.305, -0.623, -0.155], [-0.560, 0.196, -0.206], [-0.371, 0.647, -0.267], [0.117, -0.314, -0.241], [0.202, -0.244, -0.726], [-0.474, -0.041, -0.267], [-0.023, -0.618, -0.594], [-0.153, 0.152, -0.068], [0.112, -0.226, 0.020], [-0.107, 0.319, 0.222], [0.371, -0.247, 0.822], [0.079, 0.373, -0.014], [-0.471, 0.428, -0.435], [-0.314, 0.300, 0.006], [-0.217, -0.173, 0.246], [-0.002, -0.270, 0.589], [-0.329, -0.008, -0.096], [0.296, 0.075, -0.127], [0.120, 0.275, -0.029], [-0.144, -0.167, 0.193], [0.359, -0.654, 0.498], [0.240, -0.258, -0.018], [0.099, 0.260, -0.263], [-0.059, -0.255, -0.179], [-0.139, -0.060, 0.254], [0.134, 0.031, -0.376], [0.445, -0.116, -0.088], [0.377, -0.242, -0.132], [-0.028, 0.427, -0.031], [-0.577, -0.220, 0.529], [-0.576, 0.019, -0.062], [-0.245, 0.174, -0.040]],
  "total_energy_ev": -41321.909,
  "de_lowest_ev": 0.000,
  "smiles": "NC(N)=O.NC(N)=O.NC(N)=O.OCCO.OCCO.O.O.O.O.O",
  "multiplicity": 1,
  "lumo_ev": -0.66
}